Record 1
This record from OMol25 describes an isolated molecule of C8H11NS3 at a distorted geometry. The level of theory is ωB97M-V with the def2-TZVPD basis set.

Each line ends with the natural charge from an NBO analysis.
Positions of all 23 atoms, in Å:
C1 4.0486 -1.4209 -0.1720  -0.372
C2 2.8468 -1.2889 -0.7205  -0.390
C3 0.1651 -1.0364 -0.1822  -0.659
C4 -0.1449 -1.6289 -1.4851  0.266
C5 -2.5882 0.8986 0.0845  -0.538
C6 -1.2546 1.0429 0.7776  -0.114
C7 -1.0802 0.6701 2.0495  -0.424
C8 -0.1685 1.6398 -0.0240  -0.621
H1 4.7665 -2.1242 -0.5816  0.212
H2 4.3609 -0.8308 0.6843  0.204
H3 2.5388 -1.8786 -1.5842  0.238
H4 -0.6378 -0.3527 0.1044  0.330
H5 0.2189 -1.8299 0.5682  0.270
H6 -4.2536 2.2192 -1.0286  0.124
H7 -2.4495 0.4793 -0.9157  0.225
H8 -3.2390 0.2295 0.6528  0.225
H9 -1.8936 0.2439 2.6284  0.203
H10 -0.1158 0.7897 2.5363  0.208
H11 -0.4876 1.9871 -1.0092  0.225
N1 -0.3521 -2.1126 -2.5154  -0.305
S1 1.6970 -0.0563 -0.1925  0.413
S2 -3.3637 2.5467 -0.0687  -0.018
S3 1.3866 1.8135 0.3939  0.297

Atomic forces in eV per Å
C 0.03 -0.02 -0.08
C 0.75 -0.45 0.26
C 0.09 -0.77 -0.35
C 0.32 -0.25 -0.79
C -0.04 -0.10 0.07
C 0.15 1.76 0.99
C -0.37 0.00 0.34
C -1.95 1.72 -0.51
H -0.05 0.10 0.01
H -0.06 -0.07 -0.07
H -0.04 0.17 0.10
H 0.63 -1.11 -0.35
H 0.11 0.16 -0.04
H 0.17 0.02 0.18
H -0.01 0.08 0.01
H 0.10 0.13 -0.04
H 0.11 0.00 -0.08
H -0.14 0.02 -0.03
H 0.22 -0.22 0.04
N 0.09 0.45 0.94
S 1.13 -6.44 -2.65
S -0.09 -0.09 -0.18
S -1.14 4.91 2.20

Properties
HOMO: -7.7 eV
Calculated total energy: -42464.002 eV
HOMO-LUMO gap: 7.40 eV

=====

Record 2
This record from OMol25 describes a cluster of 2 separate species, C8H11NSe in total at a distorted geometry. The level of theory is ωB97M-V with the def2-TZVPD basis set.

Each line ends with the natural charge from an NBO analysis.
Positions of all 21 atoms, in Å:
C1 0.8239 -1.1935 -0.3801  -0.360
C2 -0.0758 -0.3719 -0.8920  -0.024
C3 -1.2198 -0.6204 -1.9088  -0.644
C4 0.0612 1.0403 -0.5211  0.008
C5 1.1369 1.4136 0.1058  -0.393
C6 -1.1641 1.8821 -0.7750  -0.642
H1 0.8363 -2.2613 -0.5431  0.200
H2 1.6774 -0.9167 0.1400  0.204
H3 -0.7499 -0.3286 -2.7883  0.228
H4 -2.1299 -0.2074 -1.6136  0.225
H5 -1.2721 -1.7625 -2.1436  0.218
H6 2.1410 0.9806 0.2344  0.220
H7 1.2404 2.3552 0.6213  0.201
H8 -1.9647 1.4496 -0.2043  0.227
H9 -1.2071 1.8645 -1.8018  0.223
H10 -0.9157 2.8676 -0.4091  0.219
N1 2.2988 -2.0811 3.0348  -0.285
C7 1.2187 -1.6698 2.8822  0.193
C8 0.0579 -1.1413 2.3910  -0.532
Se1 -0.1716 0.6240 2.4857  0.271
H11 -0.6218 -1.9231 2.0856  0.244

Atomic forces in eV per Å
C -0.92 -2.43 -1.05
C -0.77 0.85 -0.88
C 2.82 -4.69 1.47
C -1.62 -1.50 -0.52
C 3.16 2.24 2.08
C 2.29 0.20 2.69
H -0.40 -0.22 -0.35
H 1.05 0.86 1.07
H -0.01 1.44 -1.96
H -1.37 0.60 -0.05
H -0.40 1.78 0.89
H -0.95 -0.76 -0.44
H -0.57 0.80 -0.38
H -0.77 0.03 -0.24
H -1.14 0.31 -2.36
H -0.39 0.46 -0.04
N -1.33 0.33 0.30
C 3.96 -1.23 0.12
C -1.74 1.42 0.11
Se -0.24 -0.94 -0.14
H -0.65 0.45 -0.34

Properties
HOMO: -9.0 eV
Calculated total energy: -75306.486 eV
Energy above the lowest of the compared OMol25 structures with the same formula, charge and spin: 53.9 kcal/mol
SMILES string: C=C(C)C(=C)C.N#CC=[Se]
HOMO-LUMO gap: 7.74 eV

=====

Record 3
This record from OMol25 describes an isolated molecule of C8H11O3 at a distorted geometry. The level of theory is ωB97M-V with the def2-TZVPD basis set.

Each line ends with the Löwdin spin population.
Positions of all 22 atoms, in Å:
C1 -2.6575 0.5540 -0.9556  0.007
C2 -1.3060 -0.0989 -0.5812  0.040
C3 -1.4479 -1.5471 -0.1130  0.392
C4 -0.3862 -2.1042 0.5753  0.042
C5 0.6950 -1.4031 1.0491  0.368
C6 0.8412 0.0814 0.7769  0.029
C7 -0.5421 0.5828 0.5220  0.003
O1 -0.7572 1.8191 0.8332  -0.004
C8 1.7170 0.8670 1.7937  0.008
O2 1.5618 0.5114 -0.2717  0.054
O3 -0.5583 -0.0748 -1.7440  0.022
H1 -2.4378 1.4607 -1.5357  0.001
H2 -3.2176 -0.1507 -1.5892  0.000
H3 -3.3038 0.7768 -0.1024  0.001
H4 -2.2699 -2.1658 -0.5083  0.020
H5 -0.3672 -3.2010 0.6533  -0.006
H6 1.5450 -1.8928 1.5430  0.018
H7 -0.0529 0.7344 -1.8750  0.002
H8 -1.6793 2.0640 0.6317  0.000
H9 1.3462 0.7755 2.8144  0.001
H10 2.7325 0.4583 1.7020  0.000
H11 1.7881 1.9191 1.4807  0.001

Atomic forces in eV per Å
C 0.08 -0.13 0.38
C -1.91 -0.41 0.48
C -0.13 0.29 -0.59
C 0.01 -1.18 -0.10
C 1.11 0.28 -0.14
C 2.12 0.60 2.63
C 2.42 1.53 -1.84
O -1.29 -0.08 0.92
C -1.13 -0.44 1.57
O -1.55 -0.65 -3.47
O 0.25 -0.83 -1.45
H -0.27 -0.17 0.16
H 0.34 0.31 0.12
H -0.02 0.07 0.09
H 0.51 0.47 0.24
H -0.16 0.49 0.30
H -0.48 0.07 -0.32
H 0.37 -0.04 0.51
H 0.26 0.21 -0.42
H 0.26 0.21 0.58
H -0.46 -0.12 0.13
H -0.34 -0.48 0.21

Properties
HOMO (spin up / spin down): -7.7 / -7.6 eV
<S²>: 0.781
Calculated total energy: -14611.210 eV
Energy above the lowest of the compared OMol25 structures with the same formula, charge and spin: 34.1 kcal/mol
Spin multiplicity: 2
HOMO-LUMO gap (spin up / spin down): 6.99 / 6.82 eV

=====

Record 4
This record from OMol25 describes the ion C8H11O4P with charge -2 at a distorted geometry. The level of theory is ωB97M-V with the def2-TZVPD basis set.

Each line ends with the Löwdin spin population.
Positions of all 24 atoms, in Å:
C1 0.1745 -0.5455 1.5266  0.312
C2 -1.1204 -0.2228 0.9797  0.129
C3 1.1102 -1.0766 -0.7255  0.341
C4 1.1440 -1.0046 0.7356  0.229
C5 -0.0310 -1.3770 -1.5011  0.207
C6 -1.3420 0.6991 0.0596  0.197
C7 2.5423 -1.1494 1.4277  0.041
C8 -2.6830 0.7472 -0.6127  0.034
O1 1.0306 2.1415 0.7924  0.010
O2 0.4263 1.8711 -1.8543  0.021
O3 -0.8285 3.4521 -0.4463  0.011
O4 -0.0463 -1.8092 -2.7084  0.304
P1 -0.0516 2.1478 -0.2115  0.017
H1 0.3480 -0.6022 2.6310  0.023
H2 -1.9919 -0.8563 1.4842  0.039
H3 2.0636 -0.9957 -1.2452  0.014
H4 -0.9265 -1.3825 -0.9602  0.015
H5 3.0818 -0.1746 1.7332  0.018
H6 3.3023 -1.7661 0.7148  0.002
H7 2.4364 -1.6367 2.3850  0.006
H8 -2.5212 0.4656 -1.5812  0.009
H9 -3.0309 1.8601 -0.6771  0.006
H10 -3.4397 0.2636 -0.0313  0.006
H11 0.3528 0.9513 -1.9150  0.008

Atomic forces in eV per Å
C -3.24 -0.08 1.94
C -0.36 -1.98 3.78
C 0.62 -0.20 2.22
C 5.00 -0.36 -2.96
C 0.11 -0.48 -1.47
C 0.66 2.35 -1.36
C 1.57 0.41 -2.14
C 0.22 4.27 2.02
O 0.67 -0.54 0.20
O 0.13 1.90 2.09
O 0.37 -1.30 0.85
O 0.59 0.41 0.39
P -2.87 1.58 -2.51
H -0.41 -0.11 -0.78
H 1.15 1.43 -0.98
H 0.02 -0.32 0.02
H -1.48 -0.21 0.65
H -0.83 -0.94 -0.82
H -1.68 1.32 1.80
H -0.11 -0.71 0.28
H -0.35 -1.28 -2.71
H 0.63 -1.62 0.04
H -0.47 -0.93 0.05
H 0.05 -2.62 -0.60

Properties
HOMO (spin up / spin down): 2.9 / -1.3 eV
<S²>: 2.014
Calculated total energy: -25950.343 eV
Net charge: -2
Spin multiplicity: 3
HOMO-LUMO gap (spin up / spin down): 3.46 / 7.37 eV

=====

Record 5
This record from OMol25 describes an isolated molecule of C8H12 at a distorted geometry. The level of theory is ωB97M-V with the def2-TZVPD basis set.

Each line ends with the natural charge from an NBO analysis.
Positions of all 20 atoms, in Å:
C1 2.7756 -0.5223 0.0841  -0.618
C2 1.4097 0.3610 -0.0821  -0.416
C3 0.0682 -0.2450 -0.3273  -0.075
C4 -1.0013 0.5225 -0.1689  0.029
C5 -0.8938 2.0962 -0.0504  -0.639
C6 -2.1997 -0.3812 0.0744  -0.493
C7 -1.6609 -1.7255 0.0205  -0.206
C8 -0.2747 -1.6740 -0.2037  -0.217
H1 3.5773 0.2269 0.2084  0.218
H2 3.0125 -1.2033 -0.8148  0.210
H3 2.6303 -1.2365 1.0071  0.211
H4 1.4680 1.1291 -0.8818  0.210
H5 1.2449 0.9817 0.9300  0.201
H6 -1.8553 2.5053 0.0139  0.215
H7 -0.3960 2.3599 0.8897  0.213
H8 -0.2990 2.3515 -0.9903  0.226
H9 -2.7223 -0.0142 1.0398  0.253
H10 -3.1470 -0.2724 -0.6427  0.248
H11 -2.0728 -2.7585 0.1662  0.221
H12 0.3362 -2.5011 -0.2721  0.208

Atomic forces in eV per Å
C -2.06 -0.71 -0.05
C 1.22 0.85 1.14
C 1.41 -1.43 1.36
C -1.38 1.49 -0.06
C 1.30 -3.06 -1.07
C -3.32 2.35 -0.25
C 3.62 -2.87 0.09
C -4.52 2.46 0.32
H -0.20 -0.74 0.20
H -0.48 1.21 1.24
H 0.55 1.57 -1.67
H 0.85 -0.24 0.49
H 0.86 -1.26 -2.08
H -1.37 0.84 -0.44
H 0.36 0.05 -0.37
H -0.90 0.47 1.52
H 1.01 -0.97 -0.99
H 2.10 -0.05 0.96
H -0.40 1.54 -0.17
H 1.35 -1.49 -0.18

Properties
HOMO: -7.9 eV
Calculated total energy: -8488.136 eV
Energy above the lowest of the compared OMol25 structures with the same formula, charge and spin: 33.4 kcal/mol
SMILES string: CCC1=C(C)CC=C1
HOMO-LUMO gap: 8.98 eV

=====

Record 6
This record from OMol25 describes an isolated molecule of C8H12 at a distorted geometry. The level of theory is ωB97M-V with the def2-TZVPD basis set.

Each line ends with the natural charge from an NBO analysis.
Positions of all 20 atoms, in Å:
C1 2.5155 0.5267 -1.4853  -0.344
C2 1.2751 0.0320 -1.7062  -0.239
C3 0.2315 -0.1204 -0.7461  -0.032
C4 -0.9970 -0.4326 -0.3531  0.070
C5 -2.2837 -1.0841 -0.6703  -0.665
C6 -0.1741 0.1717 0.6999  -0.064
C7 -0.5153 1.5683 1.0924  -0.617
C8 0.4845 -0.7453 1.7042  -0.605
H1 3.3453 0.4643 -2.2853  0.189
H2 2.9952 0.7507 -0.5845  0.188
H3 1.2617 -0.4176 -2.6317  0.210
H4 -2.9667 -0.4036 -0.1980  0.226
H5 -2.3895 -2.1138 -0.3764  0.232
H6 -2.5216 -1.1252 -1.7415  0.225
H7 -0.5356 2.1593 0.2080  0.215
H8 0.2011 1.9868 1.7890  0.207
H9 -1.5718 1.7245 1.5335  0.199
H10 -0.3516 -1.1340 2.2741  0.198
H11 1.1784 -0.2614 2.2676  0.203
H12 0.8186 -1.5462 1.2095  0.206

Atomic forces in eV per Å
C 0.85 -1.20 -2.13
C 2.33 0.85 1.64
C -2.10 0.49 0.80
C 2.05 -1.19 -1.95
C 0.09 0.80 -0.80
C 0.85 -0.30 -0.63
C -1.59 0.60 1.21
C -4.32 1.56 0.14
H -1.83 0.08 0.87
H -0.17 0.85 1.70
H -1.12 -0.79 -2.19
H -1.18 -0.29 0.30
H 0.05 -0.28 0.84
H 0.33 0.41 0.11
H 0.15 0.72 -0.73
H 0.12 0.20 0.18
H 1.53 -0.59 -0.34
H 0.07 -0.07 1.02
H 2.04 1.15 1.80
H 1.85 -3.00 -1.84

Properties
HOMO: -8.2 eV
Calculated total energy: -8486.749 eV
Energy above the lowest of the compared OMol25 structures with the same formula, charge and spin: 65.3 kcal/mol
SMILES string: C=CC1=C(C)C1(C)C
HOMO-LUMO gap: 9.07 eV